3 unconnected molecules or ions with the total composition C32H63N6O12P2, computed with the ωB97M-V functional and the def2-TZVPD basis.

XYZ file:
```
115
Properties=species:S:1:pos:R:3:forces:R:3:lowdin_charge:R:1
C 5.9570 -8.7510 -0.1667 -3.9 4.7 -3.5 0.064
C 5.2104 -7.7746 -0.6598 3.2 -5.2 1.3 -0.117
C 4.2961 -6.7251 -1.5056 1.2 0.0 2.1 -0.180
C 4.1654 -5.3605 -0.5927 1.3 -0.4 -0.2 -0.181
C 4.0394 -4.0517 -1.5245 0.4 -1.2 -0.5 -0.114
N 2.6696 -3.3771 -1.4705 1.1 1.1 -0.3 -0.054
C 1.3927 -4.1384 -1.1403 -0.6 0.8 0.0 -0.113
C 1.0078 -3.7550 0.3767 0.6 -0.6 0.5 -0.156
C -0.5218 -4.0049 0.8119 -0.9 -0.4 0.7 -0.151
C -1.5731 -4.2364 -0.3840 0.7 1.7 -0.3 -0.198
N -3.0195 -3.9931 0.0213 -0.4 0.7 -2.2 -0.122
C -3.8143 -4.5196 -1.1681 0.1 -0.2 -1.0 -0.104
C -3.3280 -2.5385 0.0705 -0.1 2.8 4.9 -0.357
C -3.6782 -1.5923 -1.1864 -0.3 0.2 -0.7 -0.036
O -3.3621 -1.9760 1.2354 0.5 -2.4 -6.1 -0.007
C 2.6925 -2.0660 -1.8001 0.3 4.3 -1.1 -0.128
N 3.8241 -1.2006 -2.1833 -1.8 0.9 -0.1 0.158
C 3.4361 0.1732 -2.5103 -3.6 -6.6 2.4 -0.031
C 4.4049 1.3581 -3.0067 1.3 -0.4 -0.9 -0.128
O 5.4911 1.6558 -2.0704 -3.3 0.1 -0.4 -0.204
C 4.9237 2.3664 -0.8960 0.5 0.3 0.2 -0.068
N 1.9900 0.1041 -2.3044 4.4 3.9 -1.3 0.003
C 1.2512 1.3735 -2.5915 -2.2 1.5 -0.7 -0.116
C 0.7046 1.4947 -4.1329 -1.5 0.2 1.0 -0.109
C -0.6028 0.5220 -4.2530 0.5 0.1 0.9 -0.223
O -0.1166 -0.7723 -4.7140 -0.8 0.1 0.7 -0.111
N 1.5650 -1.1303 -1.8906 3.2 -1.2 0.0 -0.032
O 0.2465 -1.3041 -1.6948 -2.1 1.2 2.4 -0.007
C -0.2061 -0.7509 -0.4469 0.2 -0.4 5.2 -0.156
N -0.4361 -0.5320 0.7453 1.3 -1.0 -7.8 0.241
H 6.6023 -9.7018 -0.0086 -1.5 2.4 0.0 0.063
H 3.2528 -7.1556 -1.7284 1.9 0.4 0.2 0.110
H 4.9084 -6.4529 -2.4421 -1.2 -0.7 1.4 0.113
H 3.3769 -5.4634 0.2347 1.1 0.2 -1.4 0.102
H 5.1946 -5.2845 -0.0449 -2.0 0.0 -0.9 0.125
H 4.8987 -3.3432 -1.2463 -1.8 -0.7 -0.5 0.132
H 4.1648 -4.3827 -2.6363 0.0 0.7 2.0 0.141
H 1.5024 -5.2751 -1.2593 0.3 1.9 0.1 0.141
H 0.6321 -3.7965 -1.9428 1.1 -0.6 1.6 0.122
H 1.4011 -2.6761 0.5935 -1.1 -1.9 -0.4 0.114
H 1.6599 -4.4384 1.0661 -1.1 1.3 -1.3 0.118
H -0.8891 -3.1065 1.4464 0.6 -1.5 -1.2 0.105
H -0.6123 -4.9311 1.5185 0.3 1.7 -1.3 0.132
H -1.3488 -3.4171 -1.1937 -0.2 -1.5 1.0 0.102
H -1.5074 -5.2563 -0.9100 0.0 1.5 1.1 0.137
H -3.2015 -4.1993 -2.1102 -1.4 -0.7 1.2 0.086
H -4.8730 -4.0723 -1.2386 1.7 -0.7 0.3 0.109
H -3.8996 -5.6718 -1.1697 0.2 1.9 0.3 0.110
H -3.1911 -0.5342 -1.1212 -0.7 -2.1 0.4 0.088
H -4.8250 -1.3915 -1.2283 2.0 -0.5 0.2 0.111
H -3.3823 -2.0189 -2.2132 -0.5 0.4 1.6 0.068
H 4.9389 0.9628 -3.9677 -1.1 0.5 1.8 0.164
H 3.8416 2.3125 -3.3306 0.6 -1.6 0.8 0.129
H 3.7740 2.4560 -0.9676 1.8 -0.4 0.3 0.083
H 5.2817 1.7578 0.0230 -0.8 1.3 -1.4 0.117
H 5.3365 3.4477 -0.9145 -0.6 -1.9 0.3 0.113
H 0.3027 1.5200 -1.9241 1.9 -0.6 -1.0 0.138
H 1.9115 2.3083 -2.3593 -0.8 -2.2 -0.2 0.117
H 0.2874 2.5785 -4.2614 1.0 -1.8 0.3 0.124
H 1.5066 1.2945 -4.9304 -1.3 0.1 1.3 0.129
H -1.0558 0.3678 -3.1866 0.7 0.6 -1.8 0.107
H -1.4353 0.9752 -4.9053 1.5 -0.8 0.7 0.132
H -0.5517 -1.5089 -4.2215 0.3 1.1 -0.7 0.087
O -4.4018 -4.2006 7.3435 -4.1 1.5 -1.3 -0.214
P -4.2634 -2.7414 6.8796 9.4 0.3 1.9 0.768
O -3.0035 -3.0556 5.8426 -0.7 -0.1 -0.5 -0.250
C -3.2090 -3.9938 4.7934 -0.1 -0.4 -0.3 -0.293
C -3.9966 -3.3803 3.6515 0.2 0.1 0.1 -0.087
O -3.4111 -2.2602 8.2257 -1.4 0.5 -0.1 -0.249
C -3.7739 -2.7856 9.4990 0.2 -0.5 0.4 -0.298
C -2.8019 -3.8806 9.9080 0.3 0.1 0.1 -0.077
O -4.2024 -1.1033 6.3750 -3.8 -1.7 0.1 -0.268
C -2.9713 -0.3885 6.2774 0.8 0.3 -0.4 -0.284
C -2.5329 -0.2550 4.8277 0.2 -0.3 -0.2 -0.078
H -3.7125 -4.8910 5.1629 0.1 0.1 0.2 0.101
H -2.2233 -4.3060 4.4358 0.0 0.1 0.1 0.114
H -4.9276 -2.9300 4.0083 -0.1 -0.1 0.0 0.079
H -4.2337 -4.1367 2.8989 0.0 0.1 0.0 0.076
H -3.4214 -2.5918 3.1683 -0.2 -0.2 0.3 0.029
H -4.8035 -3.1551 9.4913 0.2 0.0 0.0 0.103
H -3.7309 -1.9683 10.2245 0.0 0.1 -0.2 0.116
H -2.6334 -4.5996 9.1062 -0.3 0.0 0.0 0.070
H -3.1641 -4.4130 10.7886 0.0 0.0 0.0 0.077
H -1.8240 -3.4469 10.1436 -0.1 0.0 0.0 0.076
H -2.1736 -0.8305 6.8757 -0.3 -0.1 0.0 0.112
H -3.1635 0.6112 6.6800 -0.3 -0.2 0.1 0.122
H -2.0355 -1.1659 4.4859 -0.1 0.1 0.0 0.060
H -1.8125 0.5603 4.7152 -0.1 0.1 0.1 0.075
H -3.3838 -0.0783 4.1670 0.0 0.1 0.1 0.081
O -0.5088 6.1323 -3.7177 -1.5 -1.6 4.1 -0.223
P 0.1799 6.9458 -2.6090 5.1 5.6 -6.0 0.766
O -0.1621 8.4181 -3.2963 -0.6 -0.4 0.6 -0.246
C -1.5254 8.7603 -3.5211 -0.5 0.2 -0.2 -0.292
C -2.2025 9.2020 -2.2379 0.0 0.3 0.0 -0.075
O 1.7149 6.7010 -3.2084 -0.1 -1.0 1.1 -0.242
C 2.0476 5.4315 -3.7549 0.0 0.1 -0.6 -0.315
C 2.0196 5.4963 -5.2735 0.2 0.1 -0.1 -0.067
O 0.9255 7.7796 -1.3102 -2.8 -3.3 1.0 -0.269
C 1.8369 8.8585 -1.5273 0.4 1.1 -0.1 -0.281
C 1.1715 10.1970 -1.2527 -0.3 0.1 -0.3 -0.073
H -2.0702 7.9256 -3.9693 0.2 0.0 0.0 0.102
H -1.5421 9.5780 -4.2470 0.2 -0.1 0.1 0.124
H -2.0757 8.4586 -1.4457 -0.1 -0.1 0.0 0.073
H -3.2703 9.3648 -2.4040 0.1 -0.1 0.0 0.082
H -1.7695 10.1375 -1.8758 0.0 -0.1 0.0 0.070
H 1.3747 4.6526 -3.3811 -0.1 0.1 -0.1 0.073
H 3.0566 5.1731 -3.4182 0.0 0.2 0.1 0.110
H 1.1141 5.9744 -5.6466 -0.1 -0.2 0.2 0.077
H 2.0956 4.4976 -5.7073 0.0 0.0 -0.1 0.067
H 2.8585 6.0973 -5.6397 -0.1 -0.1 0.1 0.083
H 2.2757 8.8510 -2.5257 -0.2 -0.2 0.1 0.113
H 2.6540 8.7190 -0.8123 -0.2 -0.3 0.0 0.122
H 0.5785 10.5203 -2.1115 0.1 -0.1 0.1 0.064
H 1.9216 10.9726 -1.0761 0.0 -0.1 0.1 0.082
H 0.5008 10.1414 -0.3932 0.2 0.0 0.1 0.082
```
Positions in Å, forces in eV/Å.

* net charge: +1
* total energy: -3170.32623 hartree
* E_LUMO: -0.1452 hartree
* gap between HOMO and LUMO: 6.9025 eV
* highest occupied orbital energy: -0.3988 hartree


A molecular structure, C32H64BrClFI2N4O6P2Si2, computed with the ωB97M-V functional and the def2-TZVPD basis.

XYZ file:
```
115
Properties=species:S:1:pos:R:3:forces:R:3:lowdin_charge:R:1
C 4.9607 -0.1273 4.4842 0.1 -0.3 0.2 -0.111
C 5.2604 -0.9597 3.2435 -0.3 0.0 -0.1 -0.256
C 4.9340 -0.2151 1.9418 0.1 0.1 0.1 -0.218
C 3.5788 -0.6167 1.3594 0.3 0.3 0.0 -0.223
C 3.0790 0.3589 0.2813 0.1 -0.1 0.2 -0.201
C 2.1266 1.4341 0.8352 0.3 0.0 0.1 -0.272
C 0.9986 1.8788 -0.1037 0.2 0.0 -0.7 -0.470
P 1.9630 3.1241 -1.2620 0.2 0.0 0.5 0.991
P 3.4155 2.2664 -2.6521 -0.3 0.0 -0.5 0.241
O 3.1928 3.0180 -3.8859 0.0 -0.1 0.1 -0.292
O 4.8293 2.5218 -1.9567 0.1 -0.1 0.2 -0.158
O 3.4059 0.6812 -2.7887 -0.1 -0.1 -0.1 -0.177
C 0.0205 0.7798 -0.7869 -0.2 0.5 0.3 -0.567
Cl 0.1870 0.9867 -2.5668 0.3 -0.3 0.0 0.834
C 0.2209 -0.7043 -0.3612 0.3 -0.5 -0.5 -0.670
I 0.0355 -1.1648 1.6888 -0.2 0.0 0.3 1.055
C 0.5286 -1.7684 -1.1473 -0.2 0.4 0.1 -0.797
C 0.8440 -1.8587 -2.6209 0.3 0.3 -0.2 -0.241
I 0.7215 -3.7281 -0.4182 -0.1 -0.2 0.3 0.930
C -1.4823 1.3087 -0.5337 -0.1 -0.7 0.6 -0.463
O -2.1052 0.6003 0.5312 0.0 0.1 0.0 -0.225
Si -2.7646 1.0164 -2.0113 -0.3 0.1 -0.4 0.552
C -2.5976 -0.7483 -2.6269 0.1 0.4 0.1 -0.157
C -2.7480 2.1447 -3.4981 0.2 0.0 -0.1 -0.176
C -4.4900 1.1167 -1.2833 0.1 -0.1 -0.1 -0.153
C -1.3404 2.7624 -0.0744 -0.2 0.3 -0.8 -0.420
F -1.1468 3.4590 -1.2817 0.3 0.2 0.1 -0.064
Si -2.8712 3.6930 0.7945 -0.5 0.1 0.3 0.569
C -4.0074 2.5924 1.7834 0.2 -0.1 0.2 -0.164
C -2.3616 5.1340 1.8812 0.2 0.0 -0.1 -0.174
C -3.8058 4.4814 -0.6160 0.3 0.1 0.0 -0.153
N 0.0226 2.8471 0.6301 -0.4 -0.2 1.1 -0.289
Br -0.4816 2.2276 2.4403 0.1 0.1 -0.3 1.039
C 0.6119 4.2249 0.9172 -0.3 -0.3 -0.3 -0.447
C 0.2770 5.3425 0.1873 0.0 0.1 0.0 -0.058
C 0.9174 6.5169 0.5455 -0.3 0.1 -0.4 -0.020
C 1.8218 6.5173 1.5776 0.3 0.5 0.1 -0.026
C 2.0669 5.3351 2.2323 0.1 -0.3 0.2 -0.082
N 1.4578 4.2032 1.9024 0.3 0.0 0.3 0.079
H 3.9890 0.3614 4.3993 0.0 0.1 0.0 0.067
H 4.9216 -0.7559 5.3739 0.0 0.0 0.0 0.071
H 5.7313 0.6209 4.6644 -0.1 0.2 -0.1 0.074
H 6.2952 -1.2953 3.2497 0.1 0.0 0.0 0.105
H 4.6448 -1.8617 3.2836 0.1 -0.1 -0.1 0.104
H 5.7194 -0.3743 1.2007 0.0 0.0 -0.1 0.112
H 4.9223 0.8604 2.1505 0.1 0.1 0.0 0.110
H 3.6740 -1.6112 0.9252 -0.2 -0.2 0.1 0.116
H 2.8730 -0.6529 2.1873 -0.1 -0.2 -0.1 0.049
H 3.9735 0.8487 -0.1049 0.0 0.0 -0.2 0.085
H 2.6418 -0.1816 -0.5496 -0.1 0.0 0.0 0.081
H 2.7138 2.3277 1.0497 -0.1 0.0 0.1 0.082
H 1.7415 1.1305 1.8048 -0.2 -0.2 -0.1 0.014
H 1.0357 3.4741 -2.2373 -0.1 -0.1 -0.2 -0.060
H 4.7711 2.8219 -1.0433 0.1 0.1 0.0 0.063
H 4.2914 0.3045 -2.6980 0.0 0.0 0.0 0.100
H 0.0362 -1.5239 -3.2570 -0.2 0.0 0.0 0.030
H 1.0884 -2.8763 -2.8991 -0.1 0.0 0.0 0.008
H 1.7146 -1.2531 -2.8586 0.1 0.2 0.0 0.055
H -2.4043 -0.2619 0.2172 0.0 -0.1 0.0 0.071
H -3.5888 -1.0653 -2.9478 -0.1 -0.2 0.1 0.048
H -1.9780 -0.7426 -3.5208 0.1 -0.2 0.0 0.018
H -2.1941 -1.4622 -1.9113 0.0 -0.2 0.0 0.035
H -3.6528 1.9321 -4.0716 -0.1 0.0 0.0 0.050
H -1.9035 1.9391 -4.1538 0.0 0.0 0.0 0.019
H -2.7356 3.2093 -3.2796 0.0 0.1 0.1 0.023
H -4.6180 0.5728 -0.3509 0.0 0.0 0.1 0.038
H -4.8830 2.1239 -1.1881 0.0 0.0 0.1 0.018
H -5.1063 0.6118 -2.0312 -0.1 0.0 0.0 0.047
H -3.5161 1.7316 2.2286 0.0 0.0 0.0 0.019
H -4.8376 2.2315 1.1834 0.0 0.0 0.0 0.025
H -4.4121 3.1900 2.6018 -0.1 0.1 0.0 0.044
H -1.5922 4.9378 2.6234 0.0 0.0 0.1 0.015
H -3.2678 5.4322 2.4113 -0.1 0.0 0.0 0.050
H -2.0490 5.9870 1.2835 0.0 0.1 0.0 0.029
H -3.3625 5.4513 -0.8453 0.0 0.0 -0.1 0.044
H -3.8296 3.9077 -1.5355 -0.1 0.0 0.0 0.002
H -4.8243 4.6651 -0.2725 -0.1 0.0 -0.1 0.056
H -0.4174 5.3294 -0.6238 -0.2 0.0 -0.2 0.115
H 0.7030 7.4224 -0.0024 0.0 0.1 0.0 0.128
H 2.3304 7.4173 1.8872 0.0 0.1 0.0 0.120
H 2.7643 5.2926 3.0562 0.0 -0.1 0.1 0.124
C -0.2814 -5.2013 6.6906 0.0 0.0 0.0 -0.065
C 0.0662 -4.2531 5.5486 -0.1 -0.1 0.0 -0.432
C -0.0927 -2.7689 5.9015 0.1 0.0 0.0 -0.215
O -1.4262 -2.3031 5.9175 -0.1 0.0 0.0 -0.198
C -2.1408 -2.5318 7.1194 0.0 0.0 0.0 -0.100
N -0.7144 -4.6263 4.3648 0.1 0.2 0.0 0.048
H -1.3594 -5.2790 6.8314 0.0 0.0 0.0 0.067
H 0.0887 -6.2007 6.4684 0.0 0.0 0.0 0.078
H 0.1650 -4.8727 7.6306 0.0 0.0 0.0 0.080
H 1.1239 -4.3997 5.3077 0.0 0.0 0.0 0.135
H 0.4051 -2.1818 5.1241 0.0 0.0 -0.1 0.103
H 0.4032 -2.5316 6.8521 0.0 -0.1 0.0 0.122
H -1.4834 -2.4504 7.9898 0.0 0.0 0.0 0.092
H -2.6246 -3.5108 7.1299 0.0 0.0 0.0 0.078
H -2.9121 -1.7663 7.1884 0.0 0.0 0.0 0.087
H -0.4107 -4.0680 3.5723 0.0 -0.1 -0.1 0.041
H -1.6740 -4.3355 4.5317 0.0 -0.1 0.0 0.072
C -0.9155 -3.0681 -6.9461 0.0 0.0 0.0 -0.061
C -0.5681 -3.6755 -5.5918 -0.1 0.0 0.0 -0.437
C 0.0946 -5.0562 -5.6774 0.1 0.0 0.1 -0.210
O -0.7914 -6.1132 -5.9653 -0.1 0.0 0.0 -0.184
C -1.0778 -6.3233 -7.3361 0.0 -0.1 0.0 -0.098
N -1.7680 -3.6910 -4.7463 0.1 0.0 0.0 0.051
H -1.7963 -3.5398 -7.3812 0.0 0.0 0.0 0.068
H -1.1376 -2.0068 -6.8357 0.0 0.0 0.0 0.073
H -0.0884 -3.1706 -7.6499 0.0 0.0 0.0 0.082
H 0.1600 -3.0098 -5.1159 0.1 -0.1 0.0 0.110
H 0.5166 -5.2919 -4.6957 0.0 0.0 0.0 0.120
H 0.9244 -5.0467 -6.3971 0.0 0.0 0.0 0.123
H -0.2025 -6.1143 -7.9582 0.0 0.0 0.0 0.091
H -1.9144 -5.7110 -7.6813 0.0 0.0 0.0 0.076
H -1.3487 -7.3712 -7.4519 0.0 0.0 0.0 0.090
H -1.5230 -4.0062 -3.8114 0.0 0.0 0.0 0.067
H -2.3753 -4.4214 -5.1084 -0.1 0.1 0.0 0.074
```
Positions in Å, forces in eV/Å.

* net charge: +1
* total energy: -6919.05967 hartree
* E_LUMO: -0.1612 hartree
* gap between HOMO and LUMO: 6.4942 eV
* highest occupied orbital energy: -0.3999 hartree